Formula: C28H42O21
Source: the Open Molecules 2025 dataset
Level of theory: the ωB97M-V functional and the def2-TZVPD basis

Each line ends with the Löwdin charge.
Positions of all 91 atoms, in Å:
1 C -2.74552 2.04514 -1.85490  -0.011
2 C -2.71895 1.91109 -3.37545  -0.270
3 C -1.67641 0.96217 -3.97702  -0.129
4 O -2.29846 0.14096 -4.89418  0.102
5 C -3.63916 0.29059 -4.73693  -0.565
6 O -4.47872 -0.20236 -5.41032  0.171
7 O -3.90442 1.14062 -3.73221  0.058
8 H -2.04009 2.81274 -1.54221  0.079
9 H -2.58996 1.06836 -1.40573  0.068
10 H -3.73296 2.43084 -1.59826  0.093
11 H -2.88993 2.83330 -3.94229  0.157
12 H -1.27830 0.46648 -3.08126  0.123
13 H -0.85306 1.58406 -4.34130  0.124
14 C -5.65649 1.00872 1.25404  -0.007
15 C -5.36647 -0.45396 1.49850  -0.315
16 C -4.71425 -1.18403 0.31339  -0.046
17 O -3.72888 -1.98285 0.99261  0.052
18 C -3.58245 -1.60541 2.25115  -0.594
19 O -2.89711 -2.17032 3.05114  0.149
20 O -4.38869 -0.54451 2.54048  0.083
21 H -4.70225 1.53374 1.28695  0.070
22 H -6.29281 1.41260 2.03961  0.093
23 H -6.13128 1.22173 0.29625  0.097
24 H -6.22034 -1.04877 1.84137  0.158
25 H -4.21939 -0.39680 -0.26290  0.120
26 H -5.34919 -1.81040 -0.30118  0.142
27 C 1.49367 -4.73404 0.04960  -0.032
28 C 1.72525 -5.23084 -1.37645  -0.322
29 C 0.59523 -6.19393 -1.83467  -0.027
30 O -0.27418 -5.26144 -2.54675  0.075
31 C 0.35431 -4.15419 -2.85843  -0.582
32 O -0.03580 -3.28775 -3.57357  0.173
33 O 1.58928 -4.15583 -2.25528  0.069
34 H 2.21333 -3.95796 0.31696  0.071
35 H 1.42688 -5.54798 0.77300  0.093
36 H 0.56286 -4.17482 0.20839  0.077
37 H 2.71372 -5.69041 -1.40664  0.153
38 H -0.00378 -6.40387 -0.95402  0.129
39 H 0.93020 -6.98583 -2.49309  0.135
40 C 2.28495 5.32394 -2.61013  0.004
41 C 2.51486 4.01914 -3.39660  -0.299
42 C 1.76496 3.74733 -4.68088  -0.095
43 O 2.71414 3.00727 -5.43620  0.062
44 C 3.97247 3.37693 -5.02199  -0.565
45 O 4.93734 3.08217 -5.63269  0.177
46 O 3.88614 4.02231 -3.85279  0.075
47 H 1.62777 5.00348 -1.80140  0.055
48 H 1.81424 6.11267 -3.19444  0.083
49 H 3.23618 5.66471 -2.21284  0.090
50 H 2.55005 3.19604 -2.67608  0.145
51 H 1.58808 4.71816 -5.14789  0.138
52 H 0.86318 3.20533 -4.40951  0.122
53 C 0.20991 4.14136 0.73150  -0.025
54 C -0.62074 3.19709 1.55625  -0.310
55 C -0.88401 3.79932 2.95130  -0.051
56 O -2.33596 3.79351 3.02494  0.075
57 C -2.83095 3.64106 1.80002  -0.588
58 O -3.93048 3.98115 1.45716  0.150
59 O -1.91412 3.09537 0.99910  0.072
60 H 1.22497 4.22772 1.12960  0.102
61 H -0.27434 5.10424 0.56975  0.103
62 H 0.46909 3.79054 -0.27378  0.062
63 H -0.09806 2.26442 1.77875  0.144
64 H -0.62112 4.84214 3.12896  0.136
65 H -0.48582 3.19454 3.76365  0.132
66 C 0.32610 -1.20452 2.71143  0.003
67 C 0.54967 -1.18555 1.21513  -0.314
68 C -0.73997 -1.05322 0.36706  -0.048
69 O -0.33852 -0.12689 -0.64601  0.069
70 C 0.87930 0.35866 -0.42110  -0.582
71 O 1.54402 1.05315 -1.12877  0.154
72 O 1.31949 -0.07771 0.76903  0.078
73 H 1.26265 -1.04503 3.24321  0.078
74 H -0.35763 -2.04471 2.83459  0.088
75 H -0.23050 -0.31791 3.03924  0.088
76 H 1.13864 -2.04827 0.89274  0.126
77 H -1.58926 -0.74128 0.96255  0.116
78 H -0.85549 -2.07869 0.01788  0.135
79 C 4.46050 -4.04779 3.38446  -0.018
80 C 5.21950 -3.01155 4.21250  -0.296
81 C 4.47864 -1.71172 4.49713  -0.127
82 O 3.86235 -1.95456 5.72955  0.075
83 C 4.54572 -2.93112 6.38031  -0.565
84 O 4.30678 -3.22628 7.49742  0.184
85 O 5.43471 -3.50722 5.54631  0.091
86 H 3.75410 -4.59934 4.00877  0.094
87 H 5.16385 -4.83506 3.09530  0.084
88 H 3.98692 -3.76279 2.44713  0.072
89 H 6.14629 -2.75930 3.70211  0.149
90 H 3.71086 -1.51306 3.74582  0.119
91 H 5.16313 -0.86497 4.39402  0.135

Forces on atoms 1 to 2 (eV/Å):
C -0.1762 0.8090 -1.2135
C -1.5409 -1.1399 -0.5035

gap between HOMO and LUMO: 10.864 eV
F_max: 3.68 eV/Å
energy above the lowest of the compared OMol25 structures with the same formula, charge and spin: 56.9 kcal/mol
E_LUMO: 0.06 eV
HOMO: -10.80 eV